No. 1
An isolated ion of composition C17H28F2N3O3S and charge +1 at a distorted geometry. Source: the Open Molecules 2025 dataset; level of theory: ωB97M-V/def2-TZVPD.

CARTESIAN COORDINATES (ANGSTROEM)
1 C 1.51477 -3.85757 0.75002
2 C 1.84724 -2.32684 1.20832
3 C 0.97118 -1.22497 0.42472
4 C 1.81864 -0.21273 -0.50662
5 C 3.17476 -0.70607 -1.19574
6 O 4.15505 0.08564 -1.33330
7 N 3.39956 -2.09555 -1.70752
8 C 2.42740 -2.45966 -2.74392
9 O 1.59890 -3.36790 -2.45772
10 F 2.48342 -1.83391 -4.01287
11 S 0.52856 0.21494 -1.82458
12 C -0.24361 1.68180 -0.99200
13 C -1.62895 2.29946 -1.47606
14 C -2.83307 1.22364 -1.55891
15 N -2.66918 0.03714 -0.67261
16 C -3.60060 -1.04821 -1.12391
17 C -3.32162 -2.45341 -0.36618
18 C -2.84553 0.36572 0.75800
19 C -3.96346 1.33976 1.36890
20 O -2.06160 -0.20162 1.58005
21 N 0.59136 2.12095 -0.02750
22 C 0.29957 3.40322 0.71107
23 C 1.78370 1.22134 0.22023
24 C 2.42020 1.26653 1.72630
25 C 3.38560 2.57822 1.83437
26 F 1.40264 1.28364 2.75775
27 H 0.68821 -3.89681 -0.05290
28 H 1.09769 -4.42007 1.66075
29 H 2.47189 -4.38567 0.39446
30 H 2.97982 -2.18099 1.10539
31 H 1.58963 -2.27965 2.32645
32 H 0.19407 -1.74817 -0.24931
33 H 0.38693 -0.63385 1.21046
34 H 3.41388 -2.78588 -0.94242
35 H -1.46637 2.69880 -2.54282
36 H -1.99219 3.18795 -0.84563
37 H -3.80651 1.79819 -1.31412
38 H -2.90927 0.86984 -2.65739
39 H -3.36234 -1.24054 -2.24052
40 H -4.71375 -0.76051 -1.05078
41 H -3.85610 -3.28052 -0.94843
42 H -3.66870 -2.39586 0.71910
43 H -2.19264 -2.66553 -0.46987
44 H -5.01476 1.14500 0.95248
45 H -3.65132 2.43863 1.29517
46 H -4.02426 1.08901 2.49694
47 H 0.80755 3.47510 1.72608
48 H 0.76832 4.24884 0.04876
49 H -0.80525 3.62273 0.84234
50 H 2.59451 1.81147 -0.35410
51 H 3.04138 0.30965 1.89487
52 H 3.08339 3.37972 1.06299
53 H 4.47892 2.24759 1.69664
54 H 3.23238 3.01797 2.89512

charge	+1
Kohn-Sham gap	8.575	eV
E_tot	-44954.26371	eV
LUMO	-3.949	eV
multiplicity	1
energy relative to the best compared isomer or geometry (same formula, charge and spin)	5.8862	eV

No. 2
C4H6ClOP as an isolated structure at a distorted geometry. Source: the Open Molecules 2025 dataset; level of theory: ωB97M-V/def2-TZVPD.

CARTESIAN COORDINATES (ANGSTROEM)
1 C 0.07575 0.28842 1.15138
2 C 1.33725 0.72697 1.23590
3 C -0.42961 -0.44567 -0.07394
4 C 0.31040 -0.02883 -1.39514
5 O 3.20379 1.67092 -0.60854
6 P 2.35254 0.51878 -0.21432
7 Cl 3.36818 -1.17680 0.12864
8 H -0.67714 0.23057 2.01207
9 H 1.79941 1.25454 2.14738
10 H -0.42425 -1.49001 0.17418
11 H -1.48989 -0.24104 -0.25796
12 H 0.55939 -0.81551 -2.24891
13 H 0.15467 0.98440 -1.81858

Kohn-Sham gap	9.504	eV
E_tot	-28103.20309	eV
LUMO	0.394	eV
multiplicity	1
energy relative to the best compared isomer or geometry (same formula, charge and spin)	1.3322	eV

No. 3
One molecule with the formula C3H9NOSi at a distorted geometry. Source: the Open Molecules 2025 dataset; level of theory: ωB97M-V/def2-TZVPD.

CARTESIAN COORDINATES (ANGSTROEM)
1 C -1.67173 1.97328 -0.11835
2 C -1.18606 1.18309 -1.06909
3 Si 0.12331 -0.28160 -0.68718
4 N 1.76087 -0.05896 -1.02675
5 O 0.08349 -0.28064 0.93516
6 C 0.37494 -1.41426 1.68665
7 H -2.52250 2.66849 -0.25631
8 H -1.27898 2.10007 0.79637
9 H -1.62783 1.25239 -2.02227
10 H -0.29940 -1.48718 -1.51775
11 H 2.41114 -0.45992 -0.34341
12 H 2.12133 -0.03435 -2.02899
13 H 0.34521 -1.15545 2.74545
14 H 1.42637 -1.69975 1.44423
15 H -0.06016 -2.30520 1.46223

SMILES	C=C[Si@@H](N)OC
Kohn-Sham gap	10.287	eV
E_tot	-14672.11375	eV
LUMO	0.872	eV
multiplicity	1
energy relative to the best compared isomer or geometry (same formula, charge and spin)	0.2838	eV